{
  "formula": "C29H40IrN5O3S2",
  "method": "ωB97M-V/def2-TZVPD",
  "e_lumo_ev": [-9.79, -9.78],
  "e_homo_ev": [-15.40, -15.56],
  "spin_multiplicity": 2,
  "gap_ev": [5.605, 5.781],
  "total_charge": 3,
  "symbols": ["Ir", "C", "O", "C", "C", "C", "C", "C", "C", "N", "N", "C", "C", "C", "C", "O", "C", "N", "C", "C", "C", "C", "H", "H", "H", "H", "H", "H", "H", "H", "H", "H", "H", "H", "O", "S", "C", "C", "C", "C", "H", "H", "H", "H", "H", "H", "H", "H", "C", "C", "C", "C", "N", "C", "S", "N", "C", "C", "C", "C", "H", "H", "H", "H", "H", "H", "H", "H", "H", "H", "H", "H", "H", "H", "H", "H", "H", "H", "H", "H"],
  "coordinates": [[-0.2652, 0.5277, 1.8303], [5.7460, 0.5185, -7.9376], [4.4868, 0.7830, -7.2555], [4.4139, 1.6337, -6.2856], [5.5323, 2.3367, -5.7555], [5.3379, 3.1852, -4.7141], [4.0390, 3.3287, -4.1241], [2.9047, 2.6686, -4.7121], [3.0914, 1.8460, -5.7647], [3.9794, 4.1215, -3.0687], [3.0581, 4.3120, -2.2796], [2.1872, 3.8302, -1.4776], [0.9661, 4.6280, -1.2643], [-0.0693, 4.1546, -0.5575], [0.0269, 2.8515, 0.0869], [-0.9027, 2.3173, 0.7000], [1.3050, 2.1192, 0.0314], [1.3673, 1.0067, 0.8005], [2.5123, 0.3193, 0.8451], [3.6346, 0.7298, 0.1372], [3.5840, 1.8755, -0.6345], [2.3855, 2.5802, -0.7073], [5.4988, -0.2028, -8.7068], [6.4611, 0.0978, -7.2339], [6.1176, 1.4385, -8.3835], [6.5172, 2.2034, -6.1764], [6.1578, 3.7497, -4.2901], [1.9094, 2.8602, -4.3322], [2.2730, 1.3339, -6.2512], [0.9135, 5.5861, -1.7645], [-0.9926, 4.7080, -0.4522], [2.5319, -0.5534, 1.4830], [4.5449, 0.1533, 0.2170], [4.4721, 2.2332, -1.1389], [-0.5199, 1.1332, 3.8062], [-1.6836, 1.7536, 4.6725], [-1.1430, 1.4347, 6.3676], [-1.0874, 2.7934, 7.0654], [-0.5322, 3.7703, 6.0321], [-1.3449, 3.5288, 4.7619], [-0.1608, 0.9706, 6.2649], [-1.8360, 0.7287, 6.8202], [-0.4625, 2.7349, 7.9549], [-2.0852, 3.0992, 7.3842], [0.5254, 3.5722, 5.8510], [-0.6246, 4.8051, 6.3575], [-0.8520, 3.8082, 3.8312], [-2.3237, 4.0100, 4.8019], [-1.8498, -4.8140, 3.3571], [-0.6492, -5.5020, 2.7093], [-0.7622, -5.7486, 1.2034], [-0.5403, -4.5314, 0.3154], [-1.6322, -3.5529, 0.4416], [-1.5575, -2.2807, 0.7656], [0.0208, -1.5632, 1.0372], [-2.6599, -1.5552, 0.9105], [-4.0281, -2.0398, 0.6758], [-4.4062, -2.1075, -0.7996], [-5.7632, -2.7760, -0.9971], [-6.1610, -2.8479, -2.4658], [-1.7298, -4.7822, 4.4394], [-2.7731, -5.3568, 3.1451], [-1.9776, -3.7816, 3.0240], [-0.5222, -6.4738, 3.1882], [0.2640, -4.9364, 2.9190], [-1.7333, -6.1976, 0.9702], [-0.0027, -6.4750, 0.9075], [-0.4978, -4.8344, -0.7317], [0.3991, -4.0420, 0.5641], [-2.5584, -3.9291, 0.2882], [-2.5260, -0.5654, 1.0458], [-4.6896, -1.3586, 1.2089], [-4.1383, -3.0151, 1.1581], [-3.6407, -2.6554, -1.3595], [-4.4298, -1.0945, -1.2103], [-6.5252, -2.2259, -0.4379], [-5.7416, -3.7843, -0.5723], [-6.2174, -1.8512, -2.9062], [-7.1325, -3.3229, -2.5858], [-5.4338, -3.4229, -3.0421]],
  "forces_ev_per_a": [[1.062, -0.022, 0.608], [-0.038, 0.009, 0.037], [0.008, 0.061, -0.067], [0.035, 0.016, 0.035], [-0.077, -0.030, 0.000], [-0.159, 0.076, -0.075], [-0.206, 0.226, -0.428], [0.106, -0.017, 0.086], [0.097, -0.043, 0.042], [0.799, -0.384, 1.566], [-0.925, -0.153, -1.637], [0.153, 0.342, 0.517], [0.102, -0.251, 0.054], [0.080, -0.168, -0.064], [0.145, -0.231, -0.154], [-0.122, 0.543, 0.406], [-0.007, 0.279, 0.074], [-0.513, -0.150, -0.808], [0.175, 0.013, 0.039], [-0.035, 0.102, 0.109], [0.045, 0.002, -0.069], [0.023, 0.061, 0.028], [0.002, 0.004, 0.008], [-0.003, -0.011, -0.002], [-0.006, -0.001, -0.010], [-0.004, -0.003, -0.009], [-0.003, 0.010, 0.028], [-0.008, -0.009, 0.020], [0.003, 0.003, -0.020], [0.057, 0.021, 0.013], [-0.014, -0.020, 0.013], [-0.015, -0.043, -0.071], [0.007, -0.004, 0.026], [-0.010, -0.040, -0.072], [-0.805, 0.132, 0.136], [0.151, -0.085, -0.337], [-0.100, 0.002, 0.209], [0.076, 0.021, -0.079], [-0.007, -0.007, 0.030], [0.056, 0.102, 0.094], [0.005, 0.018, -0.042], [0.026, -0.032, -0.009], [-0.011, -0.029, 0.006], [-0.002, -0.003, 0.007], [-0.004, -0.022, -0.012], [-0.008, 0.008, -0.024], [-0.045, -0.020, -0.026], [0.002, 0.002, 0.004], [0.043, 0.046, -0.013], [-0.075, -0.001, 0.002], [0.067, 0.070, 0.086], [-0.057, -0.070, 0.047], [0.009, 0.035, -0.064], [-0.025, -0.059, 0.123], [-0.081, -0.230, -0.248], [-0.003, 0.009, -0.028], [0.040, 0.000, -0.014], [-0.022, -0.036, 0.029], [-0.072, 0.005, -0.039], [0.064, 0.020, -0.009], [-0.023, -0.033, 0.008], [-0.010, -0.001, 0.001], [-0.001, 0.008, -0.001], [0.042, 0.015, 0.011], [0.019, -0.019, -0.007], [0.023, -0.047, -0.031], [-0.061, -0.045, -0.034], [0.030, 0.033, -0.006], [-0.025, 0.030, 0.011], [0.006, 0.002, -0.006], [0.020, 0.015, -0.069], [-0.022, -0.043, 0.021], [-0.007, 0.021, 0.045], [-0.002, 0.003, -0.014], [0.036, -0.002, -0.015], [0.019, 0.006, 0.019], [0.023, 0.003, 0.011], [-0.030, 0.004, 0.009], [-0.005, 0.002, -0.004], [-0.010, -0.020, 0.003]]
}

***

{
  "formula": "C29H40N10OSTi",
  "method": "ωB97M-V/def2-TZVPD",
  "e_lumo_ev": [-3.37, -3.58],
  "e_homo_ev": [-9.43, -9.98],
  "spin_multiplicity": 2,
  "gap_ev": [6.062, 6.399],
  "total_charge": 1,
  "symbols": ["Ti", "C", "C", "N", "C", "C", "N", "C", "C", "C", "N", "C", "C", "N", "C", "H", "H", "H", "H", "H", "H", "H", "H", "H", "H", "H", "H", "H", "H", "H", "H", "H", "H", "H", "H", "H", "H", "H", "H", "O", "N", "C", "C", "N", "C", "N", "C", "C", "C", "C", "C", "C", "N", "C", "C", "C", "C", "C", "C", "H", "H", "H", "H", "H", "H", "H", "H", "H", "H", "C", "N", "C", "C", "N", "C", "S", "H", "H", "H", "H", "H", "H"],
  "coordinates": [[0.1003, 0.9117, 0.1815], [-2.6573, 0.9241, 2.5544], [-2.1114, 2.3242, 2.2433], [-0.6982, 2.3562, 1.7790], [0.2677, 2.4521, 2.8896], [1.6620, 2.6374, 2.3174], [1.8929, 1.6908, 1.2040], [2.9028, 0.6485, 1.5174], [2.3597, -0.4790, 2.3976], [1.5824, -1.5363, 1.6083], [0.1657, -1.1798, 1.3159], [-0.7825, -1.8962, 2.2059], [-0.7263, -1.5775, 3.6955], [-0.9501, -0.1810, 4.0370], [-2.3275, 0.3063, 3.9184], [-2.3142, 0.2588, 1.7656], [-3.7448, 0.9807, 2.4751], [-2.2319, 2.9742, 3.1169], [-2.7174, 2.7407, 1.4382], [-0.6031, 3.2213, 1.2528], [0.2069, 1.5260, 3.4470], [0.0244, 3.2862, 3.5567], [2.3982, 2.4851, 3.1077], [1.7806, 3.6612, 1.9545], [2.2703, 2.2099, 0.4143], [3.7626, 1.1156, 2.0056], [3.2438, 0.2247, 0.5738], [1.7461, -0.0752, 3.2076], [3.2190, -0.9765, 2.8502], [1.6116, -2.4890, 2.1460], [2.0896, -1.6999, 0.6609], [-0.0201, -1.5944, 0.4051], [-0.5944, -2.9721, 2.1247], [-1.7933, -1.7247, 1.8316], [0.2556, -1.8548, 4.0841], [-1.4654, -2.2350, 4.1751], [-0.6512, -0.0609, 4.9970], [-2.4970, 1.0575, 4.6927], [-3.0405, -0.5088, 4.1002], [1.3965, 0.4326, -0.9728], [0.2990, -0.2335, -1.3291], [0.0888, -0.5294, -2.5919], [1.0423, -0.2629, -3.6105], [1.8135, -0.0216, -4.4285], [-1.0968, -1.2408, -2.9153], [-2.0579, -1.8209, -3.1663], [1.4776, 4.3804, -3.6659], [1.7109, 4.4616, -2.3029], [0.9386, 3.7298, -1.4146], [-0.0829, 2.8908, -1.8724], [-0.3046, 2.8137, -3.2522], [0.4661, 3.5515, -4.1326], [-0.8222, 2.1282, -0.9517], [-2.1709, 1.8416, -1.2071], [-2.7186, 0.6178, -0.8041], [-4.0697, 0.3511, -0.9669], [-4.9023, 1.2923, -1.5448], [-4.3705, 2.5072, -1.9630], [-3.0274, 2.7844, -1.7930], [2.0710, 4.9594, -4.3598], [2.4945, 5.1082, -1.9282], [1.0919, 3.8520, -0.3463], [-1.0827, 2.1610, -3.6278], [0.2831, 3.4681, -5.1959], [-2.0687, -0.1670, -0.4192], [-4.4629, -0.6118, -0.6663], [-5.9519, 1.0731, -1.6843], [-5.0115, 3.2475, -2.4239], [-2.6197, 3.7342, -2.1133], [0.5248, -5.7201, -2.5428], [1.9165, -5.7055, -2.1491], [2.7627, -6.8022, -2.1138], [3.9737, -6.3677, -1.7251], [3.8550, -5.0048, -1.5170], [2.5899, -4.5889, -1.7718], [1.9780, -3.0401, -1.6312], [0.3665, -6.5030, -3.2807], [0.2700, -4.7557, -2.9745], [-0.1218, -5.8959, -1.6822], [2.4217, -7.7912, -2.3623], [4.8973, -6.8973, -1.5797], [4.5975, -4.3777, -1.2679]],
  "forces_ev_per_a": [[-1.907, 0.761, 4.169], [0.252, 0.175, 0.190], [-0.151, -0.320, 0.051], [-0.044, 0.207, 0.684], [0.121, 0.035, -0.052], [-0.283, 0.071, 0.129], [0.483, 0.103, -0.167], [0.000, -0.212, 0.274], [-0.141, 0.042, -0.231], [0.091, 0.141, 0.362], [0.257, -0.082, 0.178], [-0.182, 0.027, 0.153], [0.029, 0.152, -0.256], [0.068, 0.064, 0.233], [0.031, 0.008, -0.293], [-0.157, -0.091, -0.055], [-0.006, -0.015, -0.072], [0.036, 0.044, -0.028], [0.055, 0.007, -0.028], [-0.108, -0.050, -0.177], [-0.036, -0.081, 0.106], [-0.008, -0.022, -0.001], [0.072, 0.048, -0.041], [0.043, -0.039, -0.088], [0.094, 0.072, 0.082], [-0.034, 0.063, -0.023], [0.045, 0.053, -0.021], [0.057, -0.028, 0.058], [-0.011, 0.011, 0.055], [-0.045, -0.004, -0.026], [-0.002, -0.107, -0.092], [0.053, -0.181, 0.047], [-0.006, -0.011, -0.097], [0.016, 0.001, -0.041], [0.000, -0.037, 0.021], [0.031, -0.069, -0.011], [0.001, 0.049, -0.030], [0.010, -0.028, 0.036], [-0.016, 0.005, 0.052], [1.706, -1.180, -1.797], [0.100, -0.830, -3.041], [0.510, -0.035, 1.069], [0.499, 0.150, -0.216], [-0.155, -0.036, 0.095], [-0.553, -0.227, -0.024], [0.183, 0.056, 0.029], [-0.015, -0.017, -0.058], [0.097, 0.010, 0.003], [-0.130, -0.012, -0.008], [-0.015, 0.344, -0.171], [0.028, -0.128, 0.121], [0.052, 0.005, -0.007], [-0.578, 0.859, -1.022], [-0.305, 0.153, -0.044], [0.210, 0.228, -0.166], [-0.072, -0.066, 0.081], [-0.051, -0.084, 0.025], [0.044, 0.017, 0.013], [0.010, 0.002, 0.074], [0.020, -0.011, 0.011], [-0.024, 0.009, 0.017], [-0.026, 0.013, 0.001], [-0.037, 0.030, -0.024], [-0.007, 0.005, 0.000], [-0.077, -0.074, 0.000], [-0.003, 0.003, -0.003], [0.001, 0.019, -0.014], [0.001, 0.002, 0.002], [-0.023, 0.020, 0.006], [-0.219, -0.024, 0.010], [0.265, 0.135, 0.027], [-0.037, -0.091, -0.010], [0.063, 0.004, 0.010], [-0.117, -0.178, -0.097], [-0.011, -0.370, 0.021], [-0.111, 0.416, 0.033], [0.040, -0.015, 0.015], [0.035, -0.001, -0.009], [0.028, -0.002, -0.002], [0.013, 0.021, -0.028], [-0.014, 0.004, -0.011], [-0.030, 0.107, 0.040]]
}

***

{
  "formula": "C29H40N5O5S2Se2Sr",
  "method": "ωB97M-V/def2-TZVPD",
  "e_lumo_ev": 2.16,
  "e_homo_ev": -3.79,
  "gap_ev": 5.949,
  "total_charge": -1,
  "symbols": ["Sr", "S", "C", "C", "C", "C", "C", "C", "C", "C", "C", "N", "H", "H", "H", "H", "H", "H", "O", "C", "C", "C", "O", "C", "Se", "C", "Se", "H", "H", "H", "H", "H", "H", "H", "H", "H", "H", "C", "N", "C", "N", "O", "H", "H", "H", "H", "H", "H", "C", "C", "C", "C", "C", "C", "C", "S", "C", "O", "H", "H", "H", "H", "H", "H", "H", "H", "H", "H", "N", "C", "N", "C", "C", "O", "C", "C", "H", "H", "H", "H", "H", "H", "H", "H"],
  "coordinates": [[1.0248, 0.3951, -0.4154], [3.5607, 2.9377, -4.1138], [4.7934, 2.0254, -3.3587], [4.2896, 1.1536, -2.4394], [2.8594, 1.1605, -2.2893], [2.3449, 2.0926, -3.1534], [0.9418, 2.4797, -3.2865], [0.5443, 3.5989, -4.0369], [-0.7905, 3.9349, -4.1131], [-1.7273, 3.1643, -3.4334], [-1.2596, 2.0856, -2.7032], [0.0264, 1.7405, -2.6290], [5.8252, 2.1866, -3.6369], [4.9448, 0.5126, -1.8578], [1.2925, 4.1949, -4.5409], [-1.1019, 4.7967, -4.6918], [-2.7847, 3.3890, -3.4642], [-1.9531, 1.4610, -2.1485], [6.0213, -2.2917, -0.1721], [5.1793, -3.1727, 0.5626], [3.7723, -2.6055, 0.8588], [3.0576, -3.7547, 1.5822], [1.7994, -3.4280, 2.1348], [3.1497, -2.2664, -0.5168], [1.2350, -2.6668, -0.8947], [4.0012, -1.3835, 1.7664], [2.5481, -0.1156, 2.1904], [5.7513, -2.3226, -1.0949], [5.7074, -3.3747, 1.4976], [5.0671, -4.1238, 0.0254], [3.6848, -4.0886, 2.4156], [2.9529, -4.5954, 0.8808], [1.3210, -3.0111, 1.3917], [3.6609, -2.8432, -1.2918], [3.3407, -1.2171, -0.7574], [4.7956, -0.7885, 1.3200], [4.3682, -1.7482, 2.7290], [-0.1276, -1.4844, 4.3593], [-0.6285, -0.5276, 3.3801], [-0.8308, -0.9049, 2.0847], [-1.0083, -2.2354, 1.8347], [-0.9121, -0.0618, 1.1801], [0.0550, -0.9535, 5.2912], [0.8079, -1.9453, 4.0288], [-0.8842, -2.2463, 4.5544], [-0.1287, 0.3516, 3.3892], [-0.5406, -2.8693, 2.4675], [-0.7958, -2.4508, 0.8619], [-5.4643, 4.2540, 1.8171], [-3.9977, 3.9217, 1.8647], [-3.4380, 3.3094, 2.9811], [-2.0934, 2.9669, 3.0080], [-1.2991, 3.2672, 1.9157], [-1.8337, 3.8645, 0.7849], [-3.1791, 4.1903, 0.7695], [0.4182, 2.7702, 1.8976], [1.1163, 4.2494, 2.6381], [0.8290, 2.8345, 0.4559], [-5.9494, 4.0374, 2.7684], [-5.9667, 3.6715, 1.0426], [-5.6219, 5.3093, 1.5878], [-4.0675, 3.0696, 3.8300], [-1.6792, 2.4447, 3.8627], [-1.2009, 4.0318, -0.0783], [-3.6071, 4.6431, -0.1179], [0.8632, 5.1036, 2.0117], [2.1940, 4.1022, 2.6798], [0.7075, 4.3587, 3.6422], [-3.3129, -0.4104, -1.3711], [-2.8364, -1.4645, -1.3691], [-2.2446, -2.6610, -1.3349], [-2.9433, -3.7199, -0.5961], [-3.9871, -4.3689, -1.4885], [-3.4034, -4.8587, -2.6841], [-2.7750, -3.8164, -3.4202], [-1.6825, -3.1513, -2.6048], [-3.3856, -3.2954, 0.3037], [-2.1892, -4.4529, -0.3022], [-4.7710, -3.6365, -1.7288], [-4.4468, -5.2223, -0.9903], [-3.5280, -3.0729, -3.7176], [-2.3614, -4.2743, -4.3180], [-1.2220, -2.3190, -3.1340], [-0.8920, -3.8592, -2.3528]],
  "forces_ev_per_a": [[0.324, -0.100, -0.510], [-0.004, -0.049, -0.020], [0.025, 0.013, -0.019], [-0.018, -0.008, -0.029], [-0.028, -0.006, 0.162], [-0.038, 0.039, 0.029], [0.074, -0.006, 0.068], [-0.110, -0.055, -0.031], [0.042, -0.023, 0.019], [0.024, -0.003, -0.007], [-0.048, 0.010, -0.016], [-0.034, 0.096, 0.136], [0.001, -0.019, 0.017], [0.004, 0.006, -0.002], [-0.008, 0.009, -0.013], [0.006, 0.003, -0.003], [-0.004, -0.012, 0.008], [-0.001, 0.003, 0.002], [0.105, -0.143, -0.037], [-0.035, 0.004, -0.010], [0.078, -0.018, -0.028], [-0.014, -0.004, 0.020], [0.036, -0.035, 0.075], [-0.035, -0.005, -0.037], [0.005, 0.107, -0.005], [-0.051, 0.011, 0.038], [-0.023, 0.050, -0.034], [-0.094, 0.114, 0.021], [-0.026, 0.039, 0.031], [0.037, -0.015, 0.025], [-0.001, -0.006, 0.003], [0.009, 0.002, -0.009], [-0.007, 0.000, -0.031], [0.020, 0.000, 0.008], [-0.011, 0.007, 0.037], [0.018, -0.007, -0.005], [0.022, -0.023, -0.008], [-0.021, -0.012, -0.007], [0.028, 0.038, 0.069], [0.037, -0.029, 0.003], [-0.021, 0.007, -0.061], [-0.080, 0.097, -0.009], [0.002, 0.004, 0.002], [-0.004, 0.004, -0.010], [0.001, -0.002, 0.009], [-0.018, -0.011, 0.007], [-0.003, 0.003, 0.016], [-0.024, 0.019, 0.021], [-0.008, 0.000, -0.005], [0.014, -0.008, 0.014], [0.005, -0.014, 0.010], [-0.021, 0.034, -0.014], [0.022, 0.001, -0.040], [-0.037, -0.014, 0.008], [-0.002, 0.003, -0.009], [-0.042, 0.084, 0.138], [-0.007, -0.026, -0.015], [-0.061, -0.172, 0.021], [0.002, 0.000, 0.000], [0.003, 0.001, 0.004], [0.004, 0.000, -0.003], [0.001, 0.001, -0.001], [0.003, 0.000, 0.004], [0.007, 0.004, 0.006], [0.004, -0.001, 0.001], [-0.011, -0.002, 0.000], [-0.004, -0.039, -0.008], [0.008, 0.019, -0.001], [-0.032, -0.123, -0.072], [0.015, 0.126, 0.082], [0.007, 0.018, 0.017], [0.004, 0.011, -0.017], [0.014, -0.003, 0.000], [-0.002, 0.001, 0.023], [0.004, 0.001, -0.015], [-0.012, -0.004, 0.003], [-0.002, 0.008, 0.011], [0.007, -0.003, 0.000], [-0.004, 0.005, -0.005], [-0.003, -0.009, -0.003], [0.001, 0.010, -0.003], [-0.003, -0.005, -0.001], [0.001, 0.002, -0.006], [-0.012, 0.000, -0.008]]
}